Entry 1:
# C8H28N2O5

5 unconnected molecules or ions with the total composition C8H28N2O5 in a non-equilibrium geometry (the ωB97M-V functional and the def2-TZVPD basis, the Open Molecules 2025 dataset).

Results
- Frontier orbital gap: 9.42 eV
- LUMO: 0.3 eV
- E: -807.21732 hartree
- HOMO: -9.127 eV

Structure (ORCA input):
```
! wB97M-V def2-TZVPD RIJCOSX def2/J DEFGRID3
* xyz 0 1
O 12.77 -4.08 -28.62
O 14.21 -2.33 -23.83
O 14.05 -4.31 -26.15
O 15.05 -6.88 -25.21
O 17.49 -2.81 -28.79
N 19.88 -4.54 -31.20
N 14.97 -6.04 -21.52
C 13.17 -5.88 -23.22
C 18.53 -2.98 -29.79
C 19.08 -4.46 -29.93
C 16.15 -3.06 -29.18
C 14.46 -6.55 -22.81
C 19.93 -5.13 -28.79
C 16.00 -7.21 -26.18
C 15.53 -6.39 -23.91
H 15.66 -2.94 -28.21
H 19.41 -2.43 -29.46
H 13.86 -4.39 -27.09
H 19.67 -3.71 -31.75
H 15.11 -2.05 -23.98
H 19.31 -5.27 -27.91
H 18.22 -5.11 -30.14
H 15.59 -2.47 -29.90
H 12.73 -6.08 -24.20
H 14.25 -5.21 -25.88
H 12.50 -5.86 -22.36
H 18.23 -2.69 -30.80
H 16.40 -8.14 -25.77
H 20.34 -6.11 -29.04
H 20.89 -4.55 -31.17
H 14.17 -7.59 -22.67
H 16.73 -6.44 -26.43
H 13.99 -2.85 -24.60
H 14.88 -5.03 -21.60
H 12.88 -3.13 -28.67
H 15.66 -7.58 -27.15
H 13.30 -4.80 -23.31
H 15.80 -5.33 -23.95
H 14.23 -6.18 -20.86
H 12.43 -4.33 -29.48
H 16.01 -4.10 -29.45
H 20.74 -4.42 -28.63
H 16.29 -6.98 -23.40
*
```

Entry 2:
# C3H6N3O

2 unconnected molecules or ions with the total composition C3H6N3O in a non-equilibrium geometry (the ωB97M-V functional and the def2-TZVPD basis, the Open Molecules 2025 dataset).

Results
- Frontier orbital gap (spin up / spin down): 7.93 / 7.93 eV
- LUMO (spin up / spin down): -5.6 / -5.6 eV
- E: -356.91103 hartree
- HOMO (spin up / spin down): -13.512 / -13.504 eV

Structure (ORCA input):
```
! wB97M-V def2-TZVPD RIJCOSX def2/J DEFGRID3
* xyz 1 1
O -0.73 -1.99 -0.17
N 1.64 -0.44 -0.49
N -2.03 -0.06 0.19
N -2.59 1.05 -0.05
C 0.90 0.61 -0.60
C 1.67 0.58 0.57
C -1.05 -0.71 -0.12
H 0.22 1.17 -1.25
H 2.30 -0.87 -1.08
H 2.35 1.35 0.46
H -2.75 1.68 0.78
H -1.42 -2.55 0.20
H 1.49 0.18 1.57
*
```

Entry 3:
# C5H12N2O3

2 unconnected molecules or ions with the total composition C5H12N2O3 in a non-equilibrium geometry (the ωB97M-V functional and the def2-TZVPD basis, the Open Molecules 2025 dataset).

Results
- Frontier orbital gap: 9.99 eV
- LUMO: 0.5 eV
- E: -532.96586 hartree
- HOMO: -9.454 eV

Structure (ORCA input):
```
! wB97M-V def2-TZVPD RIJCOSX def2/J DEFGRID3
* xyz 0 1
O 0.04 -0.84 7.28
O -1.73 -0.34 0.13
O -0.07 1.42 -2.17
N 0.42 0.39 0.35
N 0.61 -0.46 -3.19
C -1.22 0.93 2.06
C 0.17 -0.13 -4.57
C -0.83 0.28 0.76
C 0.39 0.32 -2.15
C 0.94 -0.27 -0.83
H 2.05 -0.26 -0.77
H 0.62 -1.33 -0.77
H -2.29 0.81 2.28
H -0.21 -0.78 6.33
H 0.47 -1.72 7.37
H 1.03 -1.36 -2.96
H -0.83 0.33 -4.61
H -0.98 2.01 2.04
H 1.07 1.09 0.72
H -0.64 0.46 2.88
H 0.13 -1.09 -5.13
H 0.89 0.53 -5.07
*
```

Entry 4:
# C32H43AlBBrN9O4S3

A molecular structure, C32H43AlBBrN9O4S3 (the ωB97M-V functional and the def2-TZVPD basis, the Open Molecules 2025 dataset).

Results
- Frontier orbital gap: 6.93 eV
- LUMO: -3.2 eV
- E: -6074.97567 hartree
- HOMO: -10.091 eV

Structure (ORCA input):
```
! wB97M-V def2-TZVPD RIJCOSX def2/J DEFGRID3
* xyz 1 1
Br -5.40 3.29 3.90
S -1.39 -1.11 1.21
S -1.10 0.44 -2.06
S 3.12 -0.07 1.48
Al -0.56 0.85 0.13
O 1.03 0.25 -0.04
O 4.41 4.90 -0.13
O 2.97 0.85 -1.11
O 4.67 2.76 -0.73
N -0.54 -2.54 -0.97
N 1.62 -2.28 0.45
N 1.20 -1.15 -2.16
N 0.55 2.65 0.52
N -2.69 -2.74 -0.60
N 2.40 -2.43 2.51
N 1.18 0.52 -3.58
N -2.02 1.77 1.14
N 1.71 4.50 0.41
C -1.07 -3.32 -1.98
C -4.11 -2.59 -0.14
C 2.21 0.92 -0.09
C 2.32 -1.25 -2.96
C 2.32 -0.23 -3.83
C -0.72 4.84 0.75
C 0.51 -0.06 -2.57
C -3.25 2.00 0.66
C 2.13 -0.98 4.49
C 2.95 -2.11 3.87
C 1.33 -3.54 0.96
C 1.88 2.34 0.31
C 2.61 3.47 0.21
C -2.39 -3.44 -1.76
C -2.77 2.44 3.30
C -0.38 1.62 -5.14
C 1.79 -3.63 2.21
C -4.69 -1.40 -0.90
C 4.00 3.76 -0.22
C 0.86 1.81 -4.28
C -1.79 1.99 2.45
C -4.03 2.68 2.79
C -4.24 -2.37 1.37
C 4.44 -1.78 3.79
C -4.86 -3.88 -0.49
C 2.04 2.19 -5.17
C -4.28 2.46 1.44
C 0.68 2.92 -3.23
C 2.80 -3.35 4.76
C -1.54 -2.17 -0.15
C 0.49 3.99 0.57
C 2.30 -1.61 1.42
B 1.00 -2.22 -1.05
H -3.68 -3.12 1.93
H 3.22 -3.10 5.73
H 3.35 -4.20 4.37
H -0.58 5.55 1.56
H -5.85 -3.83 -0.04
H 0.82 -4.28 0.37
H -3.39 1.80 -0.40
H -0.57 2.53 -5.71
H -0.78 1.81 2.80
H 2.18 1.48 -5.99
H -5.30 -2.47 1.61
H 2.96 2.28 -4.61
H 4.85 -1.77 4.80
H 1.82 3.16 -5.62
H -0.24 0.80 -5.85
H 1.74 -4.46 2.88
H 4.64 -0.81 3.34
H 4.07 1.94 -0.89
H -4.12 -0.49 -0.67
H -1.26 1.41 -4.54
H -5.26 2.64 1.01
H 1.46 2.83 -2.47
H 1.76 -3.62 4.92
H -0.93 5.41 -0.16
H -0.29 2.88 -2.75
H 4.97 -2.54 3.22
H 3.04 -2.03 -2.81
H -1.59 4.23 0.97
H 0.79 3.88 -3.72
H -5.01 -4.01 -1.56
H -2.55 2.60 4.35
H -5.73 -1.24 -0.60
H 1.49 -3.20 -1.55
H 1.08 -1.26 4.54
H 2.49 -0.80 5.51
H -3.91 -1.39 1.68
H -3.13 -3.97 -2.32
H -4.67 -1.56 -1.98
H 1.99 5.47 0.40
H 2.23 -0.06 3.92
H -0.46 -3.73 -2.76
H 3.04 0.03 -4.58
H -4.34 -4.75 -0.10
*
```

Entry 5:
# C4H6N2O

2 unconnected molecules or ions with the total composition C4H6N2O (the ωB97M-V functional and the def2-TZVPD basis, the Open Molecules 2025 dataset).

Results
- Frontier orbital gap: 10.54 eV
- LUMO: 1.0 eV
- E: -340.71872 hartree
- HOMO: -9.561 eV

Structure (ORCA input):
```
! wB97M-V def2-TZVPD RIJCOSX def2/J DEFGRID3
* xyz 0 1
O -1.57 0.97 1.98
N -0.16 0.29 -0.45
N 1.12 0.44 -0.08
C 1.84 -0.70 -0.20
C -0.26 -0.98 -0.81
C 0.98 -1.66 -0.68
C -1.95 1.51 0.97
H -1.21 -1.36 -1.14
H 1.40 1.30 0.35
H 2.90 -0.73 0.02
H -2.74 1.09 0.32
H -1.57 2.50 0.64
H 1.21 -2.68 -0.91
*
```

For reference, relative energy (zero: lowest compared OMol25 entry of this formula, charge and spin) by record: 181.4, 645.1, 73.9, 362.2, 200.0 kJ/mol.